{
  "formula": "BrH6N2PSi",
  "method": "the ωB97M-V functional and the def2-TZVPD basis",
  "orbital_gap_ev": 8.9341,
  "homo_ev": -8.4622,
  "lumo_energy_ha": 0.0173,
  "smiles": "N=[PH2][Si@@H](N)Br",
  "symbols": ["N", "P", "Si", "N", "Br", "H", "H", "H", "H", "H", "H"],
  "xyz": [[0.972, 2.324, 0.269], [-0.005, 1.141, 0.730], [0.463, -0.716, -0.419], [-0.770, -1.909, 0.002], [0.541, -0.256, -2.641], [0.393, 3.090, -0.047], [-1.398, 1.390, 0.544], [0.123, 0.767, 2.102], [1.758, -1.219, 0.079], [-0.449, -2.852, -0.121], [-1.629, -1.760, -0.499]],
  "atomic_forces_ev_per_a": [[-0.803, -0.857, 0.380], [0.788, 1.490, -0.549], [-0.703, -1.061, -0.055], [1.209, 1.144, -0.314], [-0.006, -0.061, 0.864], [0.188, 0.402, -0.071], [0.193, -0.340, 0.303], [-0.327, -0.141, -0.265], [-0.007, 0.030, -0.210], [-0.117, -0.431, -0.029], [-0.415, -0.175, -0.053]],
  "mulliken_charge": [-0.644, 0.143, 0.509, -0.553, -0.232, 0.202, 0.087, 0.097, -0.102, 0.249, 0.243]
}



{
  "formula": "C6H9FO2",
  "method": "the ωB97M-V functional and the def2-TZVPD basis",
  "orbital_gap_ev": [7.8045, 8.8213],
  "homo_ev": [-7.6324, -8.1998],
  "lumo_energy_ha": [0.0063, 0.0228],
  "e_above_lowest_kcal_mol": 103.0,
  "symbols": ["C", "C", "C", "C", "C", "C", "O", "O", "F", "H", "H", "H", "H", "H", "H", "H", "H", "H"],
  "xyz": [[1.744, 0.067, 0.306], [2.962, -0.388, 0.369], [-0.138, 1.404, 0.521], [-0.871, -1.010, 0.816], [-1.165, 0.250, 0.133], [-1.273, 0.136, -1.383], [1.131, 1.204, -0.008], [-0.788, -2.221, 0.205], [-2.376, 0.799, 0.622], [3.860, 0.227, 0.342], [3.129, -1.445, 0.490], [-0.512, 2.337, 0.096], [-0.123, 1.466, 1.617], [-0.858, -1.067, 1.890], [-1.570, 1.098, -1.794], [-2.026, -0.599, -1.664], [-0.306, -0.135, -1.802], [-0.820, -2.123, -0.755]],
  "atomic_forces_ev_per_a": [[-1.809, -0.475, 0.102], [0.794, 0.208, 0.068], [-1.329, -0.605, 0.363], [1.135, -0.219, -0.276], [0.725, 0.947, -0.444], [-0.006, 0.017, 0.388], [1.257, -0.003, -0.336], [-0.374, 0.236, 0.103], [-0.212, -0.073, 0.042], [-0.138, 0.176, -0.128], [-0.121, -0.147, 0.102], [0.034, -0.070, 0.083], [0.063, 0.040, -0.149], [-0.038, -0.025, 0.110], [0.003, 0.014, -0.002], [-0.060, -0.050, -0.044], [0.046, -0.030, -0.086], [0.030, 0.057, 0.102]],
  "mulliken_charge": [0.391, -0.870, -0.683, -0.733, 1.654, -1.904, -0.353, -0.506, -0.412, 0.281, 0.245, 0.415, 0.374, 0.439, 0.377, 0.505, 0.421, 0.360]
}



{
  "formula": "C5H24N2O7",
  "method": "the ωB97M-V functional and the def2-TZVPD basis",
  "orbital_gap_ev": 8.9416,
  "homo_ev": -8.9696,
  "lumo_energy_ha": -0.0010,
  "smiles": "CNC(=O)CN(C)C.O.O.O.O.O.O",
  "e_above_lowest_kcal_mol": 132.7,
  "symbols": ["C", "N", "C", "O", "C", "N", "C", "C", "H", "H", "H", "H", "H", "H", "H", "H", "H", "H", "H", "H", "O", "H", "H", "O", "H", "H", "O", "H", "H", "O", "H", "H", "O", "H", "H", "O", "H", "H"],
  "xyz": [[-0.892, -3.064, 0.222], [-0.905, -2.337, -1.103], [-1.177, -0.962, -1.288], [-1.397, -0.589, -2.449], [-1.268, 0.181, -0.352], [-0.036, 0.939, -0.469], [0.879, 0.355, 0.475], [-0.341, 2.362, -0.052], [-1.250, -2.378, 1.057], [0.159, -3.330, 0.379], [-1.459, -4.032, 0.205], [-0.683, -2.999, -1.920], [-1.489, -0.180, 0.711], [-2.146, 0.800, -0.862], [0.451, 0.307, 1.542], [1.789, 1.054, 0.531], [1.256, -0.593, 0.148], [-0.811, 2.536, 0.955], [-1.110, 2.844, -0.732], [0.548, 2.816, -0.258], [0.237, -0.793, 3.119], [-0.036, -1.552, 3.664], [1.004, -1.199, 2.601], [-4.088, 0.355, -1.790], [-3.212, 0.835, -2.023], [-3.900, -0.557, -1.789], [-0.177, 2.041, -3.210], [-0.524, 1.241, -2.927], [0.634, 1.918, -3.181], [2.712, -0.875, 1.782], [3.582, -0.491, 1.731], [2.575, -1.471, 1.126], [3.694, 0.273, -1.402], [3.801, -0.509, -1.807], [2.887, 0.674, -1.568], [-0.001, 2.301, 2.769], [0.312, 1.344, 2.731], [0.383, 2.733, 3.433]],
  "atomic_forces_ev_per_a": [[0.243, 0.954, -0.337], [-0.158, -0.433, 0.911], [-0.356, -2.142, -3.466], [0.594, -0.836, -0.038], [-1.944, 0.243, 0.870], [-1.641, 0.816, 1.258], [1.330, 2.621, 1.427], [-3.561, -1.022, -0.786], [0.429, -0.988, -1.156], [-0.166, -0.038, 0.519], [0.155, 1.124, -0.153], [-0.821, 2.236, 1.395], [0.007, 0.959, -0.983], [2.078, -1.359, 2.151], [0.646, -0.257, -2.285], [-1.184, -1.100, -0.014], [-0.315, -0.512, -0.353], [1.154, -0.625, -0.873], [1.005, -0.955, 0.166], [2.356, 1.921, 0.192], [1.091, -2.020, -0.287], [-0.117, 0.603, 0.034], [-1.081, 1.161, 1.067], [1.200, 3.240, -0.404], [-2.448, -1.627, 0.081], [0.639, -1.621, -0.235], [-10.568, 3.937, -1.484], [-1.517, -2.519, 0.907], [12.012, -1.368, 0.338], [0.397, 1.959, 3.838], [0.401, -0.032, -0.286], [0.072, -2.535, -3.159], [2.300, 3.248, 3.216], [0.123, -4.051, -2.456], [-2.450, 0.745, -0.740], [-1.926, -4.157, -3.924], [-0.522, 2.096, 0.727], [2.542, 2.333, 4.324]],
  "mulliken_charge": [-0.692, -0.177, -0.240, -0.741, 0.140, 0.447, -0.383, -1.175, 0.225, 0.245, 0.315, 0.295, 0.157, 0.156, -0.570, 0.281, 0.518, 0.366, 0.292, 0.560, -0.645, 0.306, 0.358, -0.639, 0.544, 0.311, -0.559, 0.325, 0.215, -0.651, 0.289, 0.309, -0.606, 0.280, 0.328, -0.593, 0.183, 0.225]
}